Entry 1:
A molecular structure, C37H41N2O5P2Pb, computed with ωB97M-V/def2-TZVPD.

```
! RIJCOSX wB97M-V def2-TZVPD def2/J DEFGRID3
* xyz -1 1
Pb -0.535 -11.843 14.223
P 4.519 -12.004 10.755
P 3.183 -14.954 11.412
O 0.535 -12.990 16.183
O 2.072 -18.307 20.169
O 6.043 -11.323 14.351
O 2.426 -13.300 15.010
O 3.722 -18.842 18.886
N 2.853 -18.056 19.270
N 1.281 -10.394 12.453
C 1.235 -8.690 17.235
C 2.509 -15.744 12.942
C 1.326 -14.825 18.107
C -2.855 -11.240 15.380
C 7.133 -15.503 12.622
C 1.812 -8.278 10.776
C 4.399 -12.414 8.980
C 2.013 -7.870 16.449
C 7.689 -14.317 12.233
C 5.572 -13.446 11.429
C 1.365 -10.601 11.162
C 4.962 -10.464 14.372
C 3.496 -16.456 17.532
C -3.473 -11.933 13.309
C -3.056 -10.580 13.217
C 5.720 -12.432 15.158
C 1.628 -15.911 18.920
C 3.326 -16.421 10.214
C 1.357 -9.033 14.487
C 3.279 -15.291 16.765
C 2.069 -8.041 15.107
C 5.769 -15.727 12.342
C 4.685 -10.321 15.830
C 4.989 -14.717 11.798
C -2.775 -10.142 14.477
C 1.709 -8.036 12.179
C -3.386 -12.328 14.660
C 6.893 -13.272 11.659
C 5.753 -10.571 10.691
C 0.606 -9.967 15.213
C 5.020 -11.765 16.370
C 1.676 -13.495 15.980
C 1.618 -9.591 10.277
C 0.480 -9.715 16.592
C 2.704 -16.714 18.618
C 2.192 -14.492 17.000
C 1.480 -9.153 13.017
H 5.325 -12.637 8.397
H 0.481 -14.170 18.211
H 2.720 -7.155 16.936
H 2.736 -7.398 14.530
H 4.250 -17.119 17.254
H 3.692 -13.206 8.841
H 1.187 -11.562 10.791
H 6.666 -12.948 15.325
H 5.199 -9.653 10.505
H 3.662 -10.092 16.028
H 3.910 -15.084 15.905
H 1.635 -9.795 9.175
H -3.622 -13.328 15.037
H -2.899 -10.008 12.319
H 4.132 -12.247 16.711
H 3.884 -11.515 8.542
H 6.258 -10.449 11.666
H -3.778 -12.585 12.454
H 0.977 -16.085 19.771
H 2.405 -16.478 9.695
H 5.314 -16.680 12.531
H -2.334 -9.178 14.740
H -2.713 -11.172 16.436
H 7.390 -12.344 11.339
H 1.138 -8.615 18.304
H 4.110 -10.915 13.799
H 5.342 -9.615 16.355
H 4.090 -16.142 9.438
H 8.743 -14.192 12.471
H 1.745 -7.015 12.512
H 7.793 -16.302 12.945
H 2.788 -15.156 13.828
H 5.686 -11.702 17.203
H 5.049 -13.135 14.621
H 1.911 -7.517 10.059
H 3.550 -17.356 10.652
H 1.414 -15.708 12.826
H 5.300 -9.538 13.995
H 6.478 -10.707 9.899
H -0.070 -10.429 17.259
H 2.792 -16.806 13.033
*
```

For the frontier orbital gap, the calculation gives 6.23 eV. For the HOMO energy, the calculation gives -4.62 eV.

Entry 2:
A molecular structure, C37H42As2N2O3SV, computed with ωB97M-V/def2-TZVPD.

```
! RIJCOSX wB97M-V def2-TZVPD def2/J DEFGRID3
* xyz 0 2
As 1.413 3.460 0.947
As 0.792 -2.605 0.069
V -0.090 -0.419 0.341
S 2.120 0.308 -0.099
O -1.885 -2.031 -0.458
O -3.801 -1.551 0.604
O -0.844 -0.257 -1.807
N 0.508 -0.467 2.395
N -1.339 1.243 1.027
C 0.064 -5.080 -1.366
C -0.012 4.467 -1.445
C 0.745 -4.005 -3.838
C -3.453 2.097 -2.788
C 0.903 -3.252 -2.687
C -4.567 1.539 -2.173
C 0.476 -3.733 1.620
C -0.183 -5.103 3.958
C 0.238 -5.296 -3.755
C 1.454 -4.010 2.573
C -0.065 6.560 -2.659
C -1.446 0.603 3.439
C 0.622 5.437 -2.218
C -2.225 0.850 2.152
C -0.843 -4.124 1.864
C -2.050 5.769 -1.578
C -2.077 0.335 -1.919
C 2.716 -2.403 0.050
C 0.568 -3.789 -1.445
C 0.728 3.279 -0.930
C 5.449 -1.963 -0.018
C -4.426 0.397 -1.400
C 0.431 5.063 1.563
C -0.099 -5.831 -2.522
C 4.968 -3.267 0.016
C 3.600 -3.478 0.043
C 3.195 -1.089 -0.008
C 4.579 -0.888 -0.037
C -0.571 -0.645 3.385
C -1.168 -4.813 3.023
C -2.210 1.496 -2.670
C -2.977 -1.355 -0.284
C 3.042 4.452 0.495
C -1.402 6.734 -2.337
C -1.361 4.652 -1.138
C -3.184 -0.206 -1.250
C 1.124 -4.698 3.734
H -2.193 -5.112 3.202
H 3.509 4.828 1.404
H -1.878 3.900 -0.550
H 1.207 -1.195 2.509
H 1.892 -4.920 4.464
H -1.073 -1.189 -1.455
H 5.654 -4.104 0.015
H -3.547 3.009 -3.363
H -1.611 -3.864 1.144
H -1.927 1.495 0.233
H -1.174 -1.508 3.088
H 3.746 3.791 -0.010
H 4.956 0.126 -0.088
H -2.165 0.493 4.251
H 0.445 7.303 -3.260
H -5.272 -0.044 -0.890
H -0.815 1.473 3.662
H 0.108 2.382 -0.969
H 1.291 -2.239 -2.741
H 3.198 -4.487 0.053
H -0.824 2.077 1.294
H -0.592 4.832 1.860
H -0.436 -5.644 4.861
H 0.958 5.445 2.439
H -0.494 -6.838 -2.460
H 0.992 0.413 2.557
H 0.407 5.842 0.800
H -1.335 1.907 -3.160
H 1.011 -3.589 -4.802
H 6.517 -1.784 -0.040
H -0.197 -5.497 -0.401
H 0.106 -5.883 -4.655
H -5.538 2.005 -2.284
H 2.803 5.291 -0.159
H -0.166 -0.848 4.381
H -3.097 5.887 -1.325
H 1.618 3.073 -1.524
H -2.977 1.624 2.332
H 2.477 -3.694 2.407
H -2.767 -0.055 1.876
H -1.937 7.611 -2.677
H 1.663 5.303 -2.488
*
```

For the frontier orbital gap (spin up / spin down), the calculation gives 7.35 / 6.87 eV. The value obtained for the relative energy (zero: lowest compared OMol25 entry of this formula, charge and spin) is 104.4 kJ/mol. For the HOMO energy (spin up / spin down), the calculation gives -6.97 / -6.48 eV.

Entry 3:
A molecular structure, C37H42AuN3O2P, computed with ωB97M-V/def2-TZVPD.

```
! RIJCOSX wB97M-V def2-TZVPD def2/J DEFGRID3
* xyz 3 1
Au 0.234 0.377 0.436
P -1.893 -0.737 0.361
O 1.088 4.611 1.030
O 3.872 -1.628 2.243
N 2.290 -1.246 0.717
N 0.024 2.766 0.404
N 1.908 1.260 1.679
C -4.659 -0.575 0.653
C -0.487 3.536 -1.879
C -3.502 0.300 0.185
C 3.129 -1.466 -2.036
C 0.148 5.090 0.067
C 1.820 2.546 1.994
C 3.389 2.283 3.770
C -3.667 0.726 -1.267
C -2.493 -2.759 3.892
C 0.680 2.603 -3.770
C -1.127 -1.471 -2.147
C 2.748 0.477 2.345
C -1.934 -1.273 2.085
C -1.604 -0.574 4.379
C -0.286 3.133 -4.628
C -1.471 4.036 -2.741
C -2.405 -2.509 2.535
C -1.522 -0.313 3.028
C 3.443 -2.476 -1.120
C -0.545 -3.016 -0.288
C 0.937 3.317 1.123
C 2.557 3.113 3.030
C 3.972 -2.762 1.389
C 4.323 -3.500 -1.496
C 4.629 -2.456 -3.636
C -2.893 -2.973 -1.187
C -1.653 -2.146 -0.877
C 0.586 2.810 -2.407
C 2.929 -0.850 1.761
C 2.898 -2.494 0.290
C -2.105 -1.796 4.817
C 3.740 -1.442 -3.275
C 3.504 0.943 3.420
C -3.352 1.504 1.105
C -1.366 3.843 -4.104
C -0.603 3.802 -0.402
C 4.947 -3.464 -2.725
H -2.308 4.580 -2.332
H -5.589 -0.053 0.422
H 5.658 -4.231 -2.988
H 4.529 -4.310 -0.814
H 3.784 -3.659 1.982
H -2.887 -3.702 4.238
H -2.439 2.059 0.889
H -0.877 -3.593 0.570
H 4.166 0.271 3.943
H 1.349 2.421 -1.748
H -0.243 -0.865 -1.928
H -3.344 1.205 2.153
H 2.477 4.170 3.226
H -3.899 -0.117 -1.914
H -2.119 4.246 -4.763
H -1.143 0.643 2.684
H -2.608 -3.775 -1.867
H -4.509 1.414 -1.336
H 0.288 -2.382 0.011
H -3.662 -2.392 -1.688
H -0.506 5.810 0.560
H -0.188 3.005 -5.695
H 3.519 -0.653 -3.977
H 3.962 2.681 4.594
H -0.195 -3.716 -1.045
H 2.143 -3.292 0.308
H -2.738 -3.258 1.835
H -1.875 -0.835 -2.612
H 4.989 -2.802 0.992
H -4.704 -1.535 0.149
H 1.511 2.049 -4.179
H -4.206 2.164 0.966
H -3.317 -3.441 -0.304
H 2.433 -0.688 -1.759
H -1.298 0.172 5.098
H 0.696 5.587 -0.736
H 5.031 -2.490 -4.639
H -1.665 3.870 -0.137
H -0.844 -2.227 -2.876
H -2.193 -1.994 5.874
H -4.627 -0.737 1.728
H -2.781 1.243 -1.636
*
```

For the frontier orbital gap (spin up / spin down), the calculation gives 3.10 / 2.72 eV. For the HOMO energy (spin up / spin down), the calculation gives -15.94 / -15.70 eV.

Entry 4:
A molecular structure, C37H42BN3O7RuTe, computed with ωB97M-V/def2-TZVPD.

```
! RIJCOSX wB97M-V def2-TZVPD def2/J DEFGRID3
* xyz -2 5
Te 0.588 -1.828 0.673
Ru -0.097 1.622 -1.048
O -1.208 2.023 0.705
O -3.951 8.542 -0.275
O -4.586 7.234 1.372
O -0.760 0.758 -4.312
O -2.061 -1.807 -0.433
O -0.248 3.676 -1.387
O 1.276 -0.243 -4.804
N -3.870 7.457 0.363
N 1.103 1.227 -2.746
N -0.443 -0.247 -0.669
C -0.509 -5.085 0.741
C -1.209 -1.199 3.125
C -1.861 3.079 0.970
C 2.081 -3.517 3.020
C 2.470 -4.632 3.751
C -1.262 5.758 -1.595
C 1.096 -3.614 2.036
C 0.369 -0.573 -5.736
C -2.170 6.699 -1.192
C 2.775 2.560 -1.600
C 2.783 -2.215 3.273
C 0.485 0.458 2.709
C 0.918 -5.969 2.559
C 2.535 1.323 -2.487
C -2.828 5.291 0.651
C 3.032 0.050 -1.785
C -1.940 -0.100 -6.296
C 1.891 -5.872 3.540
C 1.614 1.016 1.908
C -0.863 0.046 -5.444
C -1.940 4.278 0.230
C -1.919 -2.462 2.762
C -1.653 -0.452 4.208
C 0.521 -4.867 1.811
C 3.334 1.544 -3.782
C -2.967 6.484 -0.054
C -2.573 0.055 -1.821
C 2.291 -7.076 4.346
C -1.634 -0.724 -0.887
C -0.120 -0.751 2.377
C -1.118 4.507 -0.937
C 0.520 -1.388 -6.839
C -0.584 -1.561 -7.667
C 0.006 1.195 3.786
C -1.055 0.751 4.553
C -1.781 -0.918 -7.413
C -1.554 1.543 5.728
B 0.589 0.610 -3.859
H -0.030 -5.498 -0.147
H 0.468 2.144 4.020
H -1.271 -3.323 2.922
H 3.839 2.786 -1.522
H 3.241 -1.868 2.345
H 2.126 1.812 2.450
H -2.178 -2.421 1.704
H 3.251 0.678 -4.433
H 1.479 -7.373 5.013
H 1.462 -1.871 -7.048
H 2.359 2.402 -0.600
H -1.419 0.987 6.659
H -1.263 -5.795 1.076
H -2.491 -0.817 4.792
H 4.384 1.717 -3.547
H -2.617 1.751 5.619
H -2.612 -1.054 -8.095
H 2.512 -7.920 3.693
H -2.122 1.005 -2.149
H -0.498 -2.209 -8.529
H 2.330 0.236 1.640
H -2.774 -0.573 -2.690
H 3.027 -0.776 -2.493
H -2.823 -2.590 3.356
H 0.459 -6.933 2.369
H 3.172 -6.867 4.950
H 3.253 -4.536 4.495
H 2.076 -1.456 3.609
H 4.038 0.183 -1.386
H -0.623 5.940 -2.452
H -3.518 0.248 -1.311
H -2.436 3.048 1.909
H -0.988 -4.148 0.466
H -2.289 7.624 -1.736
H 2.934 2.412 -4.303
H -1.026 2.491 5.813
H 1.197 1.431 0.969
H 2.337 -0.185 -0.977
H -3.429 5.136 1.534
H -2.868 0.416 -6.100
H 2.266 3.413 -2.050
H 3.555 -2.332 4.033
*
```

For the frontier orbital gap (spin up / spin down), the calculation gives 3.87 / 5.74 eV. The value obtained for the relative energy (zero: lowest compared OMol25 entry of this formula, charge and spin) is 0.0 kJ/mol. For the HOMO energy (spin up / spin down), the calculation gives -0.03 / -2.03 eV.

Entry 5:
A molecular structure, C37H42CuN5OSiTe, computed with ωB97M-V/def2-TZVPD.

```
! RIJCOSX wB97M-V def2-TZVPD def2/J DEFGRID3
* xyz -1 2
Te 1.082 1.302 2.445
Cu -0.066 -1.024 -0.252
Si 3.288 -0.433 -1.609
O -0.985 2.025 0.238
N -0.905 -2.487 -1.711
N -3.787 -1.103 -4.029
N -0.414 -1.615 1.552
N -4.760 1.062 -4.375
N -3.188 2.452 0.010
C -3.794 0.149 -4.442
C 3.972 1.859 3.372
C -0.084 -3.539 -1.850
C -2.738 -3.813 -2.590
C -1.434 -2.234 3.457
C -6.066 -0.696 -3.408
C -0.052 -2.530 3.576
C -2.172 -2.630 -2.066
C -5.083 -2.932 -3.066
C -4.130 -3.930 -2.884
C -5.916 0.585 -3.840
C 4.033 0.286 -3.168
C -2.134 0.914 -1.537
C 2.449 1.509 5.191
C 1.828 5.057 0.320
C -1.859 -4.909 -2.677
C 4.071 0.313 -0.089
C -2.860 -1.187 1.552
C 4.769 1.963 5.641
C -0.884 0.907 -2.413
C 3.488 1.687 6.096
C 1.974 -2.216 1.977
C 1.499 -0.020 -1.650
C 1.208 6.023 1.099
C -4.953 -1.590 -3.482
C 0.337 0.311 -1.841
C -0.535 -4.764 -2.318
C 0.553 5.650 2.265
C 1.799 3.724 0.708
C -1.609 -1.682 2.204
C 0.521 4.316 2.649
C 2.681 1.596 3.821
C 0.536 -2.141 2.387
C -2.033 1.839 -0.355
C 5.008 2.051 4.275
C 1.150 3.345 1.877
C 3.541 -2.283 -1.599
H 4.612 -2.504 -1.641
H 5.107 0.094 -3.210
H 3.941 1.397 -0.059
H -3.003 1.153 -2.152
H 2.420 -3.179 2.236
H -6.116 -3.247 -2.936
H -4.062 2.184 -0.408
H 2.260 2.967 0.086
H 4.169 1.923 2.308
H 3.293 1.614 7.160
H 3.143 -2.737 -0.692
H -1.114 0.352 -3.324
H -3.725 -1.394 2.182
H -2.232 -5.862 -3.034
H 0.154 -5.596 -2.389
H 3.066 -2.757 -2.460
H 2.053 -2.089 0.895
H 3.879 1.366 -3.208
H -2.869 0.492 -4.906
H 0.946 -3.391 -1.550
H -2.210 -2.410 4.187
H 5.578 2.105 6.346
H 0.062 6.398 2.874
H -0.638 1.933 -2.701
H 1.228 7.063 0.795
H -2.821 -0.106 1.382
H 1.449 1.297 5.550
H 3.605 -0.105 0.807
H -2.822 -1.779 -1.940
H 2.332 5.340 -0.597
H 2.587 -1.432 2.435
H -3.031 -1.673 0.584
H 6.006 2.262 3.912
H -6.737 1.294 -3.775
H 3.573 -0.153 -4.055
H -3.200 2.936 0.892
H -2.308 -0.082 -1.114
H -4.510 -4.948 -2.858
H 0.003 4.026 3.555
H 5.142 0.097 -0.060
H 0.452 -2.983 4.418
H -7.009 -1.035 -2.995
*
```

For the frontier orbital gap (spin up / spin down), the calculation gives 4.69 / 6.50 eV. The value obtained for the relative energy (zero: lowest compared OMol25 entry of this formula, charge and spin) is 0.0 kJ/mol. For the HOMO energy (spin up / spin down), the calculation gives -2.40 / -4.21 eV.

The following max |F| values (in Eh/bohr) correspond, in order, to the records above: 0.055 0.036 0.030 0.056 0.010.